No. 1
{"formula": "C3H6BBrO2", "method": "ωB97M-V with the def2-TZVPD basis set", "species": ["C", "C", "C", "Br", "B", "O", "O", "H", "H", "H", "H", "H", "H"], "xyz": [[-1.43217, -0.97992, -0.32023], [-0.84468, 0.11955, -0.75685], [-0.22547, 1.07154, 0.24107], [-1.53347, 1.63553, 1.70736], [1.12782, 0.50326, 0.92530], [2.18961, 1.37188, 0.80068], [1.05552, -0.52779, 1.78184], [-1.51628, -1.78908, -0.99335], [-1.71553, -1.05411, 0.72925], [-0.53800, 0.21199, -1.79197], [-0.00001, 2.04838, -0.18043], [3.04171, 1.08938, 0.97447], [1.81036, -1.02112, 2.15133]], "e_homo_ev": -9.44, "de_lowest_ev": 0.000, "mol_weight_g_mol": 164.80, "smiles": "C=C[C@@H](Br)B(O)O", "orbital_gap_ev": 9.59, "total_energy_ha": -2867.3230}

No. 2
{"formula": "CFN2O3", "method": "ωB97M-V with the def2-TZVPD basis set", "species": ["O", "N", "O", "N", "C", "O", "F"], "xyz": [[0.25952, 1.86364, -0.10818], [0.60515, 0.92699, 0.58746], [1.32933, 1.04763, 1.56610], [0.30308, -0.32559, 0.28875], [-0.55497, -0.83995, -0.50807], [-1.85268, -0.42470, -1.24714], [-0.33547, -2.13960, -0.76445]], "e_homo_ev": -4.96, "de_lowest_ev": 3.890, "mol_weight_g_mol": 107.02, "smiles": "O=[N+]([O-])/N=C(\\[O-])F", "orbital_gap_ev": 9.16, "charge": -1, "total_energy_ha": -473.1023}

No. 3
{"formula": "C3H7O4S", "method": "ωB97M-V with the def2-TZVPD basis set", "species": ["C", "C", "O", "C", "S", "O", "O", "O", "H", "H", "H", "H", "H", "H", "H"], "xyz": [[-2.38065, -0.84079, 0.29166], [-0.83584, -0.57235, 0.04790], [-0.31428, 0.57506, 0.74883], [0.71470, 1.22860, -0.00373], [2.31850, 0.31323, -0.11172], [3.12396, 0.45337, 1.17077], [2.17371, -1.11547, -0.56004], [3.16666, 1.10326, -1.26991], [-2.62092, -1.17029, 1.35142], [-2.65664, -1.72964, -0.37847], [-3.05143, 0.01529, -0.05769], [-0.67655, -0.45509, -1.07671], [-0.26385, -1.48014, 0.44556], [0.95287, 2.24098, 0.46924], [0.34975, 1.43399, -1.06710]], "e_homo_ev": -4.45, "de_lowest_ev": 1.441, "mol_weight_g_mol": 139.15, "smiles": "CCOCS(=O)(=O)[O-]", "orbital_gap_ev": 7.89, "charge": -1, "total_energy_ha": -817.6557}

No. 4
{"formula": "C30H30F10O30", "method": "ωB97M-V with the def2-TZVPD basis set", "species": ["O", "C", "O", "C", "C", "F", "O", "H", "H", "H", "O", "C", "O", "C", "C", "F", "O", "H", "H", "H", "O", "C", "O", "C", "C", "F", "O", "H", "H", "H", "O", "C", "O", "C", "C", "F", "O", "H", "H", "H", "O", "C", "O", "C", "C", "F", "O", "H", "H", "H", "O", "C", "O", "C", "C", "F", "O", "H", "H", "H", "O", "C", "O", "C", "C", "F", "O", "H", "H", "H", "O", "C", "O", "C", "C", "F", "O", "H", "H", "H", "O", "C", "O", "C", "C", "F", "O", "H", "H", "H", "O", "C", "O", "C", "C", "F", "O", "H", "H", "H"], "xyz": [[-6.34199, -1.84143, -1.14836], [-5.87170, -2.31319, -0.18286], [-5.29173, -3.53876, -0.09785], [-4.79027, -3.68968, 1.26929], [-5.02589, -2.26425, 1.88096], [-3.86726, -1.61850, 2.02976], [-5.87102, -1.66613, 0.98815], [-5.23835, -4.53448, 1.83193], [-3.66150, -3.79098, 1.35868], [-5.43049, -2.27713, 2.88262], [0.23011, 4.85100, 4.47889], [0.99810, 3.96267, 4.41596], [1.80512, 3.52496, 5.33792], [2.54046, 2.35380, 4.76841], [1.54402, 1.93579, 3.71371], [0.54213, 1.23272, 4.39577], [0.98921, 3.11911, 3.27608], [3.48631, 2.77207, 4.37350], [2.74502, 1.64429, 5.53881], [1.89084, 1.27870, 2.90872], [-0.38181, 3.57038, -0.52904], [-0.94862, 3.84398, 0.51564], [-1.41961, 5.00149, 0.85944], [-2.13876, 4.93477, 2.05604], [-2.08557, 3.40851, 2.33424], [-3.39985, 2.93383, 2.02815], [-1.16467, 2.93772, 1.46077], [-1.65008, 5.59402, 2.79302], [-3.09065, 5.36740, 1.85319], [-1.90976, 3.16324, 3.40580], [-2.05723, -8.03494, -1.07667], [-1.51462, -7.02727, -0.71273], [-1.33932, -5.91826, -1.43834], [-0.63125, -4.92660, -0.64888], [-0.71174, -5.50614, 0.77144], [-1.56760, -5.00793, 1.64620], [-1.05592, -6.83821, 0.60200], [0.40499, -4.75913, -1.10486], [-1.20760, -3.98251, -0.78714], [0.28431, -5.39666, 1.25059], [4.19318, 0.53483, -2.96780], [3.39644, 0.23399, -3.79648], [3.13223, 0.92839, -4.90805], [1.95115, 0.36338, -5.50228], [1.92212, -1.05723, -4.84556], [2.46727, -1.96713, -5.68005], [2.68910, -0.95815, -3.72536], [1.15675, 1.04011, -5.30778], [2.13869, 0.21670, -6.60080], [0.85339, -1.40985, -4.57820], [-2.54031, 5.10411, -3.82409], [-1.46798, 5.54731, -3.48601], [-1.23944, 6.32682, -2.45698], [0.16863, 6.38445, -2.17442], [0.78019, 5.78356, -3.48392], [1.55459, 4.65596, -3.14615], [-0.31387, 5.37285, -4.17145], [0.50093, 7.42544, -2.13549], [0.47977, 5.86508, -1.29576], [1.49370, 6.38561, -3.99085], [3.59784, -0.98336, 6.17621], [2.71759, -1.32638, 5.47482], [2.86696, -1.66608, 4.16099], [1.70915, -2.24511, 3.63585], [0.74608, -2.13437, 4.80649], [0.46327, -3.40121, 5.34569], [1.44270, -1.39164, 5.81149], [1.34968, -1.69140, 2.74773], [1.87313, -3.28572, 3.39870], [-0.18067, -1.65915, 4.53027], [-1.13083, -0.02154, -4.53253], [-1.95439, -0.67018, -3.96159], [-1.96802, -2.00973, -3.85615], [-3.08558, -2.41078, -3.12783], [-3.64373, -1.13184, -2.49932], [-3.29878, -1.11238, -1.13312], [-2.89609, -0.16283, -3.18515], [-3.76869, -2.90795, -3.81602], [-2.80050, -3.19229, -2.46633], [-4.75310, -1.02515, -2.59478], [3.78247, 1.67783, 1.53947], [4.07890, 0.64956, 1.02659], [4.91628, 0.53464, -0.02625], [5.06486, -0.91154, -0.27490], [4.05109, -1.56163, 0.57678], [4.63125, -2.55520, 1.36570], [3.68101, -0.52057, 1.43449], [4.85236, -0.97304, -1.37232], [6.12498, -1.14267, -0.09354], [3.22457, -1.94409, -0.00672], [0.97009, -2.49275, -0.71206], [0.85412, -1.29947, -0.83002], [1.56581, -0.33805, -0.19389], [1.01463, 0.91442, -0.38316], [0.21720, 0.71849, -1.67820], [0.96898, 1.18052, -2.76201], [0.15843, -0.71549, -1.83003], [0.39109, 1.18765, 0.39274], [1.84259, 1.66473, -0.55433], [-0.78900, 1.08131, -1.75522]], "e_homo_ev": -11.27, "de_lowest_ev": 1.360, "mol_weight_g_mol": 1060.52, "smiles": "O=C1OC[C@@H](F)O1.O=C1OC[C@@H](F)O1.O=C1OC[C@@H](F)O1.O=C1OC[C@@H](F)O1.O=C1OC[C@@H](F)O1.O=C1OC[C@@H](F)O1.O=C1OC[C@@H](F)O1.O=C1OC[C@@H](F)O1.O=C1OC[C@@H](F)O1.O=C1OC[C@@H](F)O1", "orbital_gap_ev": 11.22, "total_energy_ha": -4417.1790}

No. 5
{"formula": "C40H47N4O5P2Si2Tl", "method": "ωB97M-V with the def2-TZVPD basis set", "species": ["Tl", "C", "Si", "C", "C", "N", "P", "C", "P", "N", "Si", "C", "C", "C", "C", "C", "C", "C", "C", "C", "C", "C", "C", "C", "C", "C", "C", "C", "C", "C", "C", "C", "C", "C", "C", "C", "C", "C", "H", "H", "H", "H", "H", "H", "H", "H", "H", "H", "H", "H", "H", "H", "H", "H", "H", "H", "H", "H", "H", "H", "H", "H", "H", "H", "H", "H", "H", "H", "H", "H", "H", "H", "H", "H", "H", "H", "O", "C", "C", "C", "C", "C", "C", "C", "O", "N", "O", "O", "H", "H", "H", "H", "C", "C", "N", "O", "H", "H", "H", "H", "H"], "xyz": [[0.51469, 0.84401, -1.19250], [0.76152, -3.57539, -3.88077], [-0.43536, -2.87134, -2.59308], [-1.57014, -1.71596, -3.56930], [-1.46685, -4.32549, -1.97847], [0.32960, -1.95099, -1.43458], [0.99034, -2.05732, 0.00806], [0.57894, -1.04398, 1.28020], [-0.97911, -0.46019, 1.47877], [-1.70737, 0.41245, 0.33632], [-3.00605, 1.47452, 0.55182], [-4.45633, 0.89388, 1.62619], [-3.73698, 1.81535, -1.16253], [-2.48041, 3.17119, 1.17895], [-0.88780, 0.62149, 2.97903], [0.16682, 1.54404, 2.99630], [0.27548, 2.48081, 4.01227], [-0.66665, 2.51470, 5.03871], [-1.71990, 1.61422, 5.02956], [-1.83369, 0.68076, 3.99994], [-2.14657, -1.80359, 1.97048], [-2.95843, -2.35274, 0.97466], [-3.71891, -3.49012, 1.21936], [-3.69007, -4.09185, 2.47229], [-2.87964, -3.56008, 3.46818], [-2.10343, -2.43506, 3.21366], [2.80336, -1.74236, -0.22046], [3.34596, -1.62871, -1.49712], [4.68858, -1.29639, -1.67589], [5.50025, -1.07958, -0.57386], [4.96930, -1.20192, 0.70857], [3.63169, -1.52777, 0.88343], [1.02091, -3.86349, 0.43340], [0.05904, -4.39058, 1.29224], [-0.03390, -5.76202, 1.50653], [0.84651, -6.62735, 0.86920], [1.82476, -6.11205, 0.02529], [1.90865, -4.74134, -0.19178], [0.23304, -4.12292, -4.67321], [1.49542, -4.25377, -3.42961], [1.30792, -2.74709, -4.34953], [-1.95748, -2.18129, -4.48721], [-0.98442, -0.82979, -3.84780], [-2.41937, -1.38627, -2.95573], [-2.12946, -4.70428, -2.76774], [-2.08534, -4.02273, -1.12434], [-0.82505, -5.14913, -1.64268], [-4.58010, -0.19328, 1.56939], [-5.39293, 1.36055, 1.29568], [-4.30134, 1.15916, 2.67706], [-3.96526, 0.88790, -1.70230], [-2.98839, 2.37734, -1.73620], [-4.64952, 2.42490, -1.09987], [-2.28041, 3.17155, 2.25769], [-3.24191, 3.93496, 0.96774], [-1.54923, 3.45452, 0.67038], [0.89814, 1.50516, 2.19567], [1.09300, 3.19290, 4.00388], [-0.58091, 3.24429, 5.83706], [-2.46138, 1.63962, 5.82137], [-2.67383, -0.00386, 3.99228], [-2.96008, -1.87296, 0.00005], [-4.33700, -3.90975, 0.43326], [-4.28978, -4.97342, 2.66948], [-2.84258, -4.03327, 4.44303], [-1.43238, -2.05531, 3.97658], [2.69093, -1.78674, -2.34830], [5.09754, -1.19818, -2.67639], [6.54079, -0.80004, -0.70861], [5.60024, -1.02389, 1.57393], [3.19104, -1.58259, 1.87124], [-0.61679, -3.70885, 1.79179], [-0.79721, -6.15058, 2.17340], [0.76892, -7.69814, 1.02412], [2.52159, -6.78260, -0.46604], [2.66731, -4.34225, -0.85764], [2.93271, 1.74801, -0.16559], [3.59311, 2.76177, -0.15639], [3.17000, 4.15862, -0.26557], [4.18814, 5.08985, -0.25959], [3.94338, 6.45275, -0.34377], [2.60458, 6.91864, -0.42106], [1.57947, 6.03440, -0.44149], [1.77912, 4.59060, -0.38795], [0.81632, 3.81987, -0.45864], [5.02783, 7.37764, -0.35981], [4.77842, 8.57558, -0.42134], [6.17771, 6.95996, -0.30833], [4.69635, 2.65939, -0.05003], [5.21752, 4.75673, -0.18325], [2.43183, 7.98537, -0.45661], [0.55164, 6.37237, -0.50421], [-1.06402, 3.70840, -3.52737], [-1.06438, 2.31731, -4.10629], [-2.29936, 1.77395, -4.37943], [-0.04832, 1.67781, -4.28959], [-1.99138, 4.24622, -3.72529], [-0.21307, 4.26176, -3.92161], [-0.90948, 3.62276, -2.44584], [-3.10052, 2.16314, -3.91218], [-2.30015, 0.76746, -4.46371]], "e_homo_ev": -1.65, "de_lowest_ev": 0.651, "mol_weight_g_mol": 986.34, "orbital_gap_ev": 5.93, "charge": -2, "total_energy_ha": -3581.9858}

No. 6
{"formula": "C10H15N2O", "method": "ωB97M-V with the def2-TZVPD basis set", "species": ["C", "C", "C", "C", "C", "C", "C", "C", "C", "C", "N", "N", "O", "H", "H", "H", "H", "H", "H", "H", "H", "H", "H", "H", "H", "H", "H", "H"], "xyz": [[2.85454, -1.82227, -0.08956], [1.93345, -1.35666, -1.02090], [3.26820, -0.76827, 0.63906], [1.73550, -0.03255, -0.69261], [-2.28993, 2.99464, -1.87850], [-1.53676, 2.34660, -0.99328], [-1.67034, 0.97973, -0.58257], [0.22814, -0.68542, 2.20330], [-1.26558, -1.68791, 0.43726], [-0.68818, -0.48413, 1.07986], [-2.41767, 0.11190, -1.07796], [-0.86798, 0.68920, 0.58017], [2.61166, 0.37564, 0.18866], [3.32355, -2.73374, 0.16800], [1.50276, -2.03929, -1.67833], [3.91583, -0.43237, 1.39197], [-2.21654, 4.04537, -2.22388], [-2.99953, 2.53518, -2.40786], [-0.81885, 3.11532, -0.56683], [0.59193, 0.15086, 2.65141], [-0.20359, -1.17853, 3.03577], [1.22751, -1.04865, 1.90478], [-2.07390, -1.92401, 0.99054], [-0.62999, -2.52321, 0.60049], [-1.39526, -1.32481, -0.55229], [-2.93954, 0.39224, -1.89220], [1.21649, 0.79543, -1.08746], [-0.39595, 1.50971, 0.87299]], "e_homo_ev": -12.23, "de_lowest_ev": 2.741, "mol_weight_g_mol": 179.24, "orbital_gap_ev": 7.67, "charge": 1, "total_energy_ha": -574.4203}